The following is a DFT calculation (ωB97M-V/def2-TZVPD) of a 4-piece molecular cluster, C4H16O4 overall.

The geometry in XYZ format:
```
24
Properties=species:S:1:pos:R:3:forces:R:3
C -3.937576 -9.790778 5.646049 -0.2 0.1 0.1
O -4.755684 -10.525580 6.545969 0.1 0.0 -0.1
H -3.412059 -9.045933 6.240339 0.1 -0.1 0.0
H -3.210238 -10.427659 5.140015 0.1 0.0 0.0
H -4.535393 -9.246576 4.906404 0.0 -0.1 -0.1
H -5.183125 -11.234694 6.059690 0.0 0.0 0.0
C -6.167892 -8.603109 8.530439 -0.3 0.1 0.7
O -5.866820 -9.627221 9.463112 0.1 0.0 0.0
H -6.787250 -8.989668 7.720717 0.2 0.1 -0.3
H -6.704960 -7.780288 9.028285 0.0 -0.1 -0.1
H -5.227328 -8.189923 8.179916 0.0 -0.2 -0.3
H -6.706344 -10.013457 9.733698 -0.1 0.1 0.1
C -7.354641 -12.295764 12.260369 0.3 0.6 -0.8
O -5.954362 -12.456426 12.061399 -0.1 -0.1 0.2
H -7.903365 -13.175211 11.916450 -0.1 -0.1 0.4
H -7.493500 -12.056277 13.308536 -0.2 -0.4 0.1
H -7.744487 -11.434100 11.692991 0.1 -0.1 0.1
H -5.797242 -12.745800 11.159717 0.0 0.1 -0.1
C -9.686393 -8.645957 9.394297 0.0 0.3 -0.2
O -8.920813 -9.787194 9.784477 -0.4 0.0 -0.1
H -10.705399 -8.924004 9.115224 0.0 0.0 0.1
H -9.736809 -7.934984 10.218288 0.1 0.0 0.0
H -9.232702 -8.164527 8.524629 0.1 0.0 0.1
H -9.497485 -10.529540 9.593009 0.3 -0.3 0.1
```
Forces are in eV/Å.

Structure (SMILES): CO.CO.CO.CO
LUMO energy (eV): 0.5867
Highest occupied orbital energy (hartree): -0.352
Multiplicity: 1
Total charge: 0
Total energy (a.u.): -462.870550

The following is a DFT calculation (ωB97M-V/def2-TZVPD) of a 5-piece molecular cluster, C4H16O5S overall.

The geometry in XYZ format:
```
26
Properties=species:S:1:pos:R:3:forces:R:3
O -0.592692 -0.482361 2.526133 0.5 0.1 0.0
C -0.834906 0.700067 2.420872 -2.6 -0.4 -1.5
C -1.347357 1.246857 1.032500 1.8 -1.8 0.3
C -0.073342 1.296562 0.109409 -0.7 -1.9 -0.2
C 0.260339 2.618460 -0.539526 1.1 -1.0 -1.0
S 1.040953 3.567113 0.773482 0.6 1.4 0.5
H -0.948940 1.241043 3.343205 0.5 1.1 0.5
H -1.900875 2.174292 0.977483 -0.2 0.1 0.5
H -1.872676 0.361089 0.581156 -0.3 1.2 0.8
H 0.771054 0.861286 0.678039 -0.1 0.6 -0.4
H -0.293847 0.478599 -0.590153 0.4 0.6 -0.6
H -0.609905 3.175098 -0.928550 0.3 -0.1 0.6
H 0.915977 2.451385 -1.456324 -0.6 0.3 1.3
H 2.197033 2.892429 1.077382 -0.8 0.0 -0.6
O 0.150699 -2.542350 -1.314345 -0.9 -0.5 0.6
H -0.288575 -3.161906 -1.899113 0.3 -0.2 -0.4
H -0.503714 -2.506761 -0.570637 0.5 0.7 -0.3
O -1.785087 -2.021206 0.594720 -0.3 -1.3 -0.4
H -1.428026 -1.594358 1.382815 0.5 0.3 0.4
H -1.851704 -2.966855 0.821524 -0.2 0.6 0.1
O 0.812153 -0.493161 -3.126665 0.2 0.2 -0.2
H 1.227270 -0.913883 -2.364750 -0.2 0.0 -0.1
H 0.114338 -1.105828 -3.373523 0.0 0.0 0.1
O 2.179471 -1.659150 0.296163 0.3 0.3 0.2
H 1.594295 -2.032929 -0.376907 0.2 -0.2 -0.1
H 3.068063 -1.583534 -0.074391 -0.3 -0.1 0.0
```
Forces are in eV/Å.

Structure (SMILES): O=CCCCS.O.O.O.O
LUMO energy (eV): 0.3217
Highest occupied orbital energy (hartree): -0.331
Multiplicity: 1
Total charge: 0
Total energy (a.u.): -936.348449

The following is a DFT calculation (ωB97M-V/def2-TZVPD) of a 2-piece molecular cluster, C4H16Si3 overall.

The geometry in XYZ format:
```
23
Properties=species:S:1:pos:R:3:forces:R:3
C -1.617804 2.717028 0.916125 1.6 -0.8 -1.8
C 0.183297 0.273599 -2.572065 -1.5 2.7 -0.6
C -0.179276 2.159271 0.889863 2.0 -1.1 2.9
C -0.876873 0.207015 -1.457262 -0.7 0.3 0.6
Si 1.169387 -3.491418 0.807686 -1.2 -0.3 0.7
Si 1.498069 -1.187203 0.950837 0.0 -0.6 0.0
Si -0.097789 0.322166 0.374889 -3.6 0.6 -0.2
H -2.188686 1.982562 1.463558 -0.7 0.4 0.1
H -1.626720 3.722849 1.241347 -0.2 0.9 1.1
H -1.915009 2.823930 -0.133224 -0.5 -0.5 0.1
H 1.040785 -0.248101 -2.344233 2.2 -1.0 0.9
H -0.114849 -0.191768 -3.504662 -0.6 0.1 -0.2
H 0.457484 1.380899 -2.802886 -0.4 -1.9 0.4
H 0.209348 2.023785 2.010721 -0.7 0.7 -2.0
H 0.632127 2.737058 0.386720 -0.9 -0.1 0.2
H -1.351867 -0.752110 -1.359237 0.1 -1.1 -0.4
H -1.812398 0.801815 -1.758046 1.6 -0.1 0.9
H 0.623526 -4.262415 -0.256546 -0.9 0.1 -1.4
H 2.484199 -3.919811 0.625321 2.1 -0.4 0.1
H 0.623885 -4.354044 1.889191 0.0 0.6 0.4
H 1.458025 -0.980826 2.401024 0.5 0.1 0.3
H 2.844250 -1.185779 0.329078 0.1 0.4 0.1
H -1.443110 -0.578502 1.901800 1.7 1.1 -2.1
```
Forces are in eV/Å.

LUMO energy (eV): 0.2045
Highest occupied orbital energy (hartree): -0.337
Multiplicity: 1
Total charge: 0
Total energy (a.u.): -1030.306191

The following is a DFT calculation (ωB97M-V/def2-TZVPD) of C4H17Br2CdNO4 as an isolated structure.

The geometry in XYZ format:
```
29
Properties=species:S:1:pos:R:3:forces:R:3
Cd -1.502553 -1.392598 -1.133620 -0.7 -1.1 -1.1
Br -0.775793 -3.744888 -1.518930 0.7 -1.4 -0.1
Br -3.251593 -1.149508 -3.027690 -0.5 0.2 -0.6
C 0.991637 -0.224588 2.637780 0.8 1.6 0.0
C 0.467557 0.277012 1.247840 1.1 -0.4 1.8
C 1.544717 1.068252 0.422030 -0.3 -1.0 2.0
O 1.023097 1.476112 -0.769900 -1.0 1.6 -1.8
C 1.861117 2.335892 -1.531660 0.4 -0.8 -0.7
N 0.013137 -0.993458 0.701500 0.4 0.4 -1.4
H 1.342607 0.592572 3.268000 0.1 0.1 0.2
H 1.817757 -0.923648 2.507650 0.2 0.0 -0.2
H 0.244477 -0.761518 3.222210 -0.4 0.2 -0.3
H -0.377553 0.942312 1.424600 0.0 0.0 -0.2
H 2.441317 0.470632 0.257570 0.3 -0.3 0.1
H 1.830587 1.971552 0.960940 0.1 -0.1 0.6
H 2.324227 3.189052 -1.035930 -0.3 -0.1 0.7
H 1.334967 2.715872 -2.407390 -0.4 -0.1 0.3
H 2.665877 1.713442 -1.922820 0.4 0.0 -0.1
H 0.855967 -1.537408 0.583790 0.1 -0.6 -0.3
H -0.466383 -1.440978 1.469550 -0.4 -0.3 0.1
O -2.095753 0.551742 -0.398160 -0.2 1.4 0.1
H -2.321403 0.693472 0.521200 -0.3 -0.1 1.0
H -2.169363 1.417592 -0.799560 -0.1 0.3 -0.5
O 0.053347 -0.469818 -2.192570 1.7 0.5 -1.7
H 0.515257 0.242712 -1.750790 0.2 0.7 0.7
H 0.341827 -0.414398 -3.103580 -0.3 -0.4 -0.4
O -2.720893 -2.027358 0.491050 -1.1 -0.2 1.3
H -3.663683 -2.116718 0.630330 -0.6 0.1 -0.1
H -2.324503 -2.461328 1.246550 0.3 -0.4 0.6
```
Forces are in eV/Å.

LUMO energy (spin up / spin down) (eV): 2.4214 / 2.3402
Highest occupied orbital energy (spin up / spin down) (hartree): -0.006 / -0.174
Multiplicity: 2
Total charge: -1
Total energy (a.u.): -5834.109459

The following is a DFT calculation (ωB97M-V/def2-TZVPD) of a 3-piece molecular cluster, C4H17N2O2 overall.

The geometry in XYZ format:
```
25
Properties=species:S:1:pos:R:3:forces:R:3
C 2.316398 -1.299990 -0.438218 0.5 -0.8 1.8
C 0.982771 -1.552674 0.302212 -1.5 0.9 -3.0
C 0.231012 -0.194284 0.538880 1.5 0.8 2.5
C -1.074462 0.336653 -0.044840 0.8 -2.3 0.7
N -1.292766 -0.079235 -1.479983 -0.3 1.1 0.0
N 0.072487 -2.379192 -0.612419 0.4 0.1 1.0
H 2.617182 -2.136340 -1.072579 -0.3 0.2 -0.3
H 2.349809 -0.333674 -0.922502 0.0 0.0 -0.3
H 3.090165 -1.341353 0.342734 0.1 0.5 -0.3
H 1.124254 -2.075359 1.243245 -0.1 0.0 -0.1
H 0.039719 -0.153978 1.614788 -0.7 -0.4 0.1
H 0.954291 0.632984 0.632623 0.2 -0.2 -1.1
H -1.107228 1.382738 0.235898 -0.3 0.2 -1.1
H -1.884948 -0.187445 0.434872 -0.4 0.0 0.4
H -0.596060 0.282975 -2.128957 -0.1 0.4 0.0
H -1.256349 -1.104889 -1.547611 0.3 -0.3 0.6
H -2.233849 0.226484 -1.726163 0.2 0.1 -0.5
H 0.519956 -2.463980 -1.519413 0.2 -0.3 0.1
H 0.061929 -3.306172 -0.199860 -0.3 -0.1 -0.4
H 0.047828 3.586943 -1.158726 0.1 0.1 0.3
H -0.205393 3.011335 -2.519948 0.1 -0.3 0.6
O -0.123421 2.741014 -1.582064 -0.2 0.2 -1.1
H -1.272093 2.048652 2.732770 0.3 0.0 0.5
H -0.162216 1.834882 3.810652 -0.1 0.2 -0.1
O -0.880244 1.401686 3.338547 -0.2 -0.1 -0.5
```
Forces are in eV/Å.

LUMO energy (eV): -3.0616
Highest occupied orbital energy (hartree): -0.495
Multiplicity: 1
Total charge: +1
Total energy (a.u.): -422.329346

The following is a DFT calculation (ωB97M-V/def2-TZVPD) of a 4-piece molecular cluster, C4H17N2O2 overall.

The geometry in XYZ format:
```
25
Properties=species:S:1:pos:R:3:forces:R:3
C 2.312468 -0.181992 0.888126 3.0 1.5 1.3
N 2.970237 1.128149 1.008390 -0.7 -3.6 2.5
C 1.961957 -0.404844 -0.581439 0.4 -3.7 -1.7
N 1.024540 -1.524651 -0.628985 1.5 2.1 -3.5
C -6.452722 -0.094202 -0.287671 0.0 1.3 0.6
C 3.213942 -0.716705 -1.408107 0.9 0.3 1.5
H 3.032500 -0.963503 1.211258 -0.5 0.4 0.0
H 1.361106 -0.283789 1.476177 -0.5 0.4 -0.2
H 3.455042 1.188629 1.938430 -0.1 0.2 -1.4
H 2.229154 1.775069 0.931957 -1.0 2.0 -0.5
H 1.558306 0.536361 -0.925039 -1.2 0.9 0.1
H 0.755239 -1.820417 -1.618625 0.9 -0.1 1.7
H -5.710022 -0.274065 0.496231 -0.3 -0.3 -0.1
H -6.728245 -0.980824 -0.827553 -0.1 -0.4 0.0
H -7.331154 0.412618 0.173102 0.6 -0.5 -0.4
H -5.985468 0.616476 -0.971864 -0.1 0.0 -0.1
H 3.982427 0.089203 -1.249554 -0.8 -0.8 -0.3
H 3.656743 -1.682333 -1.043663 -0.3 0.8 -0.4
H 2.977874 -0.803795 -2.449220 -0.1 -0.1 -0.6
H -0.368893 2.722843 0.435150 1.2 -1.4 0.0
H -0.261577 1.073974 0.713823 0.3 0.9 -0.3
O 0.274557 1.949438 0.434364 -1.0 0.8 0.2
H -1.485578 -0.299759 1.457077 -0.6 -0.1 0.3
H 0.245771 -1.252246 -0.106864 -2.4 -0.1 1.7
O -0.688199 -0.209645 0.934487 1.2 -0.4 -0.1
```
Forces are in eV/Å.

LUMO energy (eV): -9.8629
Highest occupied orbital energy (hartree): -0.541
Multiplicity: 1
Total charge: +1
Total energy (a.u.): -422.080416

The following is a DFT calculation (ωB97M-V/def2-TZVPD) of C4H17N2O2 as an isolated structure.

The geometry in XYZ format:
```
25
Properties=species:S:1:pos:R:3:forces:R:3
C 0.185063 0.056282 -0.340073 -1.0 -3.3 -3.3
C 1.673996 -0.058353 -0.295087 0.1 1.4 0.8
C 2.261849 0.462259 1.056588 1.3 -4.4 -2.1
C 2.148291 -0.529122 2.219124 -0.8 1.1 3.1
N 3.219021 -1.452186 2.231887 -1.0 0.5 -1.8
N -0.350132 -0.119152 -1.850459 0.7 1.3 0.9
H 1.332215 2.248269 1.268300 0.0 -0.1 0.0
H -0.376506 -0.839754 0.016800 0.3 1.4 1.3
H 1.909958 -1.142175 -0.408451 0.2 0.5 0.4
H 2.184624 0.473694 -1.099529 -0.2 0.0 -0.1
H 1.740828 1.554092 1.256649 -0.6 1.3 0.7
H 3.283027 0.743370 0.887118 0.6 0.8 0.2
H 2.282378 0.034599 3.153155 -0.4 0.2 -0.2
H 1.127908 -0.947825 2.304035 0.4 0.0 -0.3
H 3.847081 -1.492129 3.017656 0.0 -0.1 -0.1
H 3.038023 -2.256509 1.656560 0.7 -0.4 0.3
H 0.369201 -0.366753 -2.541457 0.0 -0.3 0.3
H -1.096027 -0.815264 -1.815371 -0.2 0.1 -0.4
H -0.761450 0.740852 -2.233387 -0.5 0.1 0.3
H -3.988571 1.036862 -1.316827 -0.1 -0.3 -0.2
H -2.636172 1.363328 -0.632974 -0.4 0.2 0.1
O -3.022007 0.933912 -1.401526 0.7 -0.1 0.1
H -6.239833 0.370637 -2.458996 -0.1 0.0 0.0
H -6.261768 -0.370860 -1.103444 -0.1 0.0 0.0
O -5.870995 0.371929 -1.570289 0.4 0.2 0.0
```
Forces are in eV/Å.

LUMO energy (spin up / spin down) (eV): -10.5819 / -10.8942
Highest occupied orbital energy (spin up / spin down) (hartree): -0.608 / -0.608
Multiplicity: 2
Total charge: +2
Total energy (a.u.): -421.719763

The following is a DFT calculation (ωB97M-V/def2-TZVPD) of a 4-piece molecular cluster, C4H17N2O3 overall.

The geometry in XYZ format:
```
26
Properties=species:S:1:pos:R:3:forces:R:3
C -1.901029 2.774675 0.962474 -0.7 -0.5 0.0
C -2.117582 1.542749 0.046740 0.0 -0.1 0.6
C -0.915831 0.659340 -0.188183 0.5 -1.2 -0.4
C -0.870045 -0.012550 -1.362625 -0.4 1.3 -0.5
N 0.276308 -0.609501 -2.072195 -0.4 -0.2 0.2
N -0.046867 0.484834 0.839226 -0.1 0.9 0.5
H -2.195086 3.675173 0.430688 0.4 0.2 0.1
H -0.904266 2.844551 1.386249 0.2 0.4 -0.3
H -2.571637 2.695520 1.818680 0.0 0.1 0.0
H -2.545804 1.830445 -0.906508 0.1 0.1 -0.1
H -2.858581 0.907364 0.532497 -0.1 -0.1 0.0
H -1.698983 0.155587 -2.032235 0.1 -0.1 -0.2
H 0.125965 -1.629563 -2.102503 0.6 0.4 -0.1
H 0.334080 -0.202222 -3.002954 -0.2 -0.2 -0.1
H 1.205021 -0.444564 -1.662108 0.0 0.0 0.7
H 0.544597 -0.304030 1.069105 0.0 0.1 -0.7
H -0.115836 1.173845 1.567863 0.0 -0.2 0.2
H 2.203238 -0.430033 2.745720 0.0 -0.2 0.2
H 1.603732 -1.853308 2.723719 0.2 0.1 0.2
O 1.991885 -1.170824 2.165039 -0.2 0.0 0.0
H 0.659348 -3.015758 -0.042208 0.0 -0.1 -0.4
H 0.452418 -3.748787 -1.385855 0.2 -0.1 0.2
O 0.847606 -2.957643 -0.993147 -0.2 -0.4 0.3
H 2.756135 -1.524979 -0.443402 0.1 0.0 0.0
H 3.088253 -0.274173 0.355451 0.0 0.1 0.0
O 2.652951 -0.566156 -0.449539 0.0 -0.2 -0.5
```
Forces are in eV/Å.

LUMO energy (eV): -3.0063
Highest occupied orbital energy (hartree): -0.436
Multiplicity: 1
Total charge: +1
Total energy (a.u.): -497.591312

The following is a DFT calculation (ωB97M-V/def2-TZVPD) of a 5-piece molecular cluster, C4H17N2O6 overall.

The geometry in XYZ format:
```
29
Properties=species:S:1:pos:R:3:forces:R:3
C -0.072938 1.535822 -1.910323 -0.9 -0.8 -0.2
N -0.074832 2.572413 -0.920479 0.3 0.9 0.2
C -0.445784 0.143438 -1.396142 0.9 -0.2 0.3
C -1.051332 -0.744311 -2.482476 -0.2 0.4 0.6
N 0.721247 -0.510735 -0.783874 -0.2 -0.2 -0.1
C 0.559868 -1.167374 0.474640 -0.4 0.8 -0.6
O 1.182316 -2.217393 0.661978 0.2 -0.2 0.2
O -0.203608 -0.544088 1.278643 0.2 -0.4 0.4
H 0.878396 1.478368 -2.439979 0.1 0.2 0.0
H -0.855261 1.751355 -2.643696 0.1 0.4 -0.2
H -0.949754 2.633112 -0.414066 0.1 -0.2 0.0
H 0.676467 2.516923 -0.246433 0.0 -0.3 0.0
H -1.142419 0.277315 -0.572476 -0.3 0.0 -0.1
H -0.309065 -1.047573 -3.221580 -0.1 0.1 -0.2
H -1.906964 -0.228230 -2.921936 0.1 -0.1 -0.4
H -1.447151 -1.630364 -2.007341 0.0 -0.5 0.1
H 1.167941 -1.130333 -1.444267 0.2 -0.1 0.1
H 2.303651 -1.421227 2.157876 -0.1 0.1 -0.2
H 1.580240 -0.156060 2.575547 0.1 -0.2 -0.1
O 2.472103 -0.538792 2.528458 0.0 0.1 0.6
H -2.533071 -1.842932 1.022634 -0.2 -0.1 0.1
H -1.380433 -1.826845 1.947896 -0.5 -0.1 0.1
O -2.312133 -2.166953 1.904123 0.5 0.3 -0.1
H 3.427578 0.595732 1.412085 0.1 -0.1 -0.4
H 2.771370 0.956364 0.108999 0.1 -0.2 -0.1
O 3.630917 1.013500 0.547291 -0.2 0.2 0.3
H -1.477177 0.668535 2.051003 -0.1 -0.2 -0.1
H -2.837137 0.091745 2.422884 0.4 0.2 0.0
O -2.373038 0.938583 2.311016 -0.3 -0.1 0.1
```
Forces are in eV/Å.

LUMO energy (eV): 3.2895
Highest occupied orbital energy (hartree): -0.209
Multiplicity: 1
Total charge: -1
Total energy (a.u.): -723.697320